(1)
ORCA calculation (ωB97M-V/def2-TZVPD) on a structure of composition C30H70CoN9O12.

## Properties
- Net charge: +1
- Expectation value of S²: 3.756
- Multiplicity: 4
- HOMO-LUMO gap (spin up / spin down): 9.301 / 9.290 eV

Cartesian coordinates (Å):
Co (1.79620, -2.02214, 1.92965)
C (0.64570, 0.09290, -1.10256)
C (1.01174, -0.73777, 0.07955)
O (2.23899, -0.88769, 0.34542)
O (0.23089, -1.31718, 0.85518)
H (0.66979, 1.14232, -0.80258)
H (-0.37548, -0.06005, -1.48660)
H (1.40180, 0.04778, -1.87614)
C (-0.26400, 4.47917, 0.22648)
O (-0.88704, 5.05750, 1.14296)
N (0.09112, 5.00406, -0.96749)
C (0.81351, 4.19753, -1.95660)
C (-0.42054, 6.36299, -1.36845)
H (-0.02706, 3.40117, 0.32869)
H (1.20675, 3.29826, -1.45336)
H (1.66661, 4.78260, -2.31641)
H (0.21295, 3.83963, -2.78662)
H (-1.12097, 6.57277, -0.49578)
H (0.35594, 7.08578, -1.48223)
H (-1.00157, 6.25999, -2.29138)
C (3.86920, -3.64783, 0.58349)
O (2.89215, -3.71718, 1.40674)
N (3.93375, -4.33120, -0.51874)
C (4.99810, -4.15904, -1.48998)
C (2.81168, -5.08645, -1.02697)
H (4.70803, -2.96364, 0.82349)
H (4.70167, -3.31904, -2.16538)
H (5.07636, -5.09512, -2.08449)
H (5.95318, -3.88040, -1.00650)
H (2.11936, -5.22021, -0.19550)
H (2.34822, -4.57812, -1.86527)
H (3.21569, -6.00227, -1.39783)
C (-2.77846, 2.36713, -1.27124)
O (-1.62178, 2.52477, -1.66898)
N (-3.76349, 3.22854, -1.32279)
C (-5.14515, 2.83177, -0.95541)
C (-3.51954, 4.58855, -1.79594)
H (-3.14443, 1.42896, -0.90340)
H (-5.44889, 2.90122, 0.12123)
H (-5.25729, 1.77273, -1.19603)
H (-5.86363, 3.38559, -1.60903)
H (-4.20503, 4.86891, -2.60967)
H (-3.61579, 5.28753, -0.90092)
H (-2.57945, 4.64154, -2.26772)
C (-0.82000, 1.85962, 2.03753)
O (0.40750, 1.91094, 2.01225)
N (-1.59941, 2.37643, 2.99827)
C (-3.06648, 2.29714, 2.82912)
C (-1.03448, 3.29511, 3.96638)
H (-1.38950, 1.20330, 1.28902)
H (-3.63511, 2.53732, 3.71337)
H (-3.34867, 1.29207, 2.65418)
H (-3.40152, 2.91858, 2.06495)
H (-1.04563, 4.34637, 3.51253)
H (-1.47741, 3.21922, 4.94198)
H (0.02580, 3.09379, 4.12349)
C (0.71543, -3.54148, 4.53292)
O (1.17698, -3.00923, 3.52155)
N (-0.01790, -3.02980, 5.52359)
C (-0.45270, -3.88191, 6.56951)
C (-0.41408, -1.61462, 5.42666)
H (0.89108, -4.63290, 4.66137)
H (-0.74047, -4.84167, 6.21719)
H (-1.23987, -3.37254, 7.12151)
H (0.37829, -4.07149, 7.25192)
H (-0.33447, -1.14921, 6.45508)
H (0.35079, -1.13083, 4.82800)
H (-1.36492, -1.49396, 4.94172)
C (-2.57607, -2.35479, -2.20826)
O (-1.62942, -3.14432, -2.23636)
N (-2.76606, -1.34507, -3.11154)
C (-3.91627, -0.43462, -3.13749)
C (-2.07963, -1.46028, -4.36933)
H (-3.38760, -2.34679, -1.47030)
H (-3.53254, 0.59503, -3.12759)
H (-4.52824, -0.64240, -2.27296)
H (-4.55725, -0.64833, -4.02086)
H (-2.74940, -2.03125, -5.05492)
H (-1.82742, -0.44572, -4.79471)
H (-1.18497, -2.10367, -4.22867)
C (-2.96464, -2.51706, 1.91028)
O (-3.78014, -1.95440, 2.65519)
N (-2.49153, -3.76268, 1.99133)
C (-1.70910, -4.35764, 0.94950)
C (-2.81587, -4.70437, 3.06945)
H (-2.58900, -1.92210, 1.03777)
H (-1.33326, -3.53418, 0.28755)
H (-2.37761, -4.99506, 0.30133)
H (-0.87803, -5.02244, 1.23253)
H (-3.13296, -4.27201, 4.05546)
H (-3.63700, -5.36632, 2.70848)
H (-1.96027, -5.27284, 3.32222)
C (2.46874, 1.41072, -4.74458)
O (1.72303, 1.55480, -3.79210)
N (2.04171, 1.09721, -5.96685)
C (2.95819, 0.83168, -7.04581)
C (0.58546, 0.86639, -6.15969)
H (3.56256, 1.54842, -4.50736)
H (3.82610, 0.24375, -6.72101)
H (3.33522, 1.71365, -7.58710)
H (2.47547, 0.14893, -7.80049)
H (0.20960, 1.57689, -6.85898)
H (0.47259, -0.13813, -6.60714)
H (0.16932, 1.07980, -5.19724)
C (2.74949, 0.64394, 2.83125)
O (2.52229, -0.51791, 3.16051)
N (2.80030, 1.66781, 3.65457)
C (3.26836, 2.96526, 3.18798)
C (2.58931, 1.43509, 5.07709)
H (2.89900, 0.94902, 1.75135)
H (2.66224, 3.80766, 3.62259)
H (3.14001, 3.00571, 2.12509)
H (4.33076, 3.03929, 3.43134)
H (1.50204, 1.31447, 5.20955)
H (3.00200, 0.48155, 5.35585)
H (2.99094, 2.22681, 5.67217)
C (3.23099, -1.38057, -3.34464)
O (3.98266, -1.09044, -2.16617)
H (3.48975, -0.70382, -4.13457)
H (3.40958, -2.47636, -3.63162)
H (2.14584, -1.47212, -3.20944)
H (3.36771, -0.79275, -1.49168)

(2)
ORCA calculation (ωB97M-V/def2-TZVPD) on a structure of composition C30H70F6N2O13SSi2.

## Properties
- Net charge: 0
- Energy relative to the best compared isomer or geometry (same formula, charge and spin): 448.20 kJ/mol
- HOMO-LUMO gap: 8.606 eV

Cartesian coordinates (Å):
C (1.37795, -4.52475, 0.51292)
C (0.65527, -4.37776, -0.90251)
N (0.51812, -2.96660, -1.38942)
Si (0.86564, -2.80708, -3.13377)
N (0.25662, -4.19748, -4.10452)
C (2.79948, -2.93461, -3.27259)
C (3.52233, -2.20339, -2.01754)
C (4.68057, -1.24113, -2.56672)
C (5.75519, -0.88560, -1.40539)
C (5.05352, -0.12985, -0.18198)
O (4.27039, 1.00274, -0.64706)
C (3.13046, 1.20342, 0.22460)
O (0.46461, -1.27031, -3.81699)
Si (-1.20377, -1.04664, -4.10825)
F (-1.37628, 0.61956, -4.54223)
C (-2.32171, -1.26521, -2.56634)
C (-1.84999, -0.15556, -1.47294)
O (-2.96761, 0.30220, -0.65747)
C (-3.44513, -0.76037, 0.20645)
C (-4.86995, -1.29863, -0.35390)
S (-2.02509, -2.17069, -5.78326)
O (-0.98372, -2.92003, -6.59700)
O (-2.63297, -1.17016, -6.75675)
C (-3.48228, -3.29138, -5.30854)
F (-4.44931, -2.63053, -4.53335)
F (-4.11570, -3.58191, -6.54917)
C (-3.05443, -4.70549, -4.70374)
F (-2.63019, -4.64445, -3.35633)
F (-4.23810, -5.49618, -4.67326)
F (-2.16735, -5.42534, -5.51683)
H (2.47264, -4.21147, 0.36464)
H (0.85674, -3.94710, 1.33856)
H (1.36621, -5.64448, 0.78044)
H (1.22401, -5.05340, -1.64292)
H (-0.41240, -4.81627, -0.87942)
H (-0.44000, -2.68978, -1.14612)
H (1.00192, -4.51798, -4.74807)
H (-0.06255, -4.96191, -3.50054)
H (3.08878, -2.32594, -4.19926)
H (3.15667, -4.01157, -3.31845)
H (3.99262, -2.92930, -1.27926)
H (2.77666, -1.52549, -1.46512)
H (4.29716, -0.27045, -3.01702)
H (5.29323, -1.76044, -3.39116)
H (6.20612, -1.84518, -0.99026)
H (6.62573, -0.25462, -1.80218)
H (5.85357, 0.25748, 0.53716)
H (4.40352, -0.87999, 0.37647)
H (2.86749, 2.30437, 0.35938)
H (3.36511, 0.77935, 1.25760)
H (2.20311, 0.66014, -0.18731)
H (-2.33118, -2.32267, -2.15142)
H (-3.38408, -0.93409, -2.86442)
H (-1.49418, 0.79017, -2.02329)
H (-0.96717, -0.49923, -0.84237)
H (-3.60885, -0.38694, 1.27888)
H (-2.65172, -1.58037, 0.21367)
H (-4.69359, -1.92978, -1.28670)
H (-5.51361, -0.37058, -0.56209)
H (-5.39802, -1.96434, 0.41643)
C (-6.63629, 3.00140, 0.31507)
O (-6.96037, 1.95526, -0.59013)
C (-8.36775, 1.77897, -0.73321)
C (-8.87317, 2.38755, -2.03518)
O (-8.76833, 3.80848, -2.01723)
C (-7.65844, 4.27928, -2.76885)
H (-5.56934, 3.21018, 0.22717)
H (-7.19036, 3.91643, 0.09069)
H (-6.85005, 2.68308, 1.34055)
H (-8.90321, 2.19557, 0.12706)
H (-8.55289, 0.70024, -0.75399)
H (-9.93459, 2.14687, -2.14732)
H (-8.34095, 1.96702, -2.89562)
H (-7.85473, 4.15853, -3.83818)
H (-6.73765, 3.75478, -2.50120)
H (-7.52771, 5.34149, -2.55541)
C (7.89239, 4.91047, -0.17261)
O (7.57574, 3.85391, -1.06700)
C (6.16820, 3.66174, -1.20562)
C (5.65428, 4.25410, -2.51128)
O (5.74463, 5.67760, -2.50628)
C (6.84739, 6.15268, -3.26407)
H (8.95720, 5.12860, -0.26512)
H (7.32929, 5.81854, -0.40360)
H (7.68430, 4.59946, 0.85642)
H (5.63018, 4.08041, -0.34757)
H (5.99387, 2.58284, -1.21676)
H (4.59523, 4.00181, -2.61891)
H (6.18894, 3.83149, -3.36926)
H (6.65011, 6.02028, -4.33201)
H (7.77408, 5.63994, -2.99366)
H (6.96777, 7.21819, -3.06049)
C (3.36458, 3.25874, 6.72436)
O (4.66909, 2.69897, 6.78285)
C (4.65858, 1.28079, 6.64287)
C (5.08101, 0.85894, 5.24127)
O (4.11137, 1.24457, 4.27009)
C (4.50530, 2.39740, 3.53965)
H (3.46154, 4.34179, 6.63989)
H (2.80468, 2.89052, 5.86073)
H (2.81953, 3.02426, 7.64425)
H (3.67429, 0.87045, 6.89431)
H (5.38176, 0.88460, 7.36252)
H (5.14984, -0.23255, 5.20804)
H (6.06744, 1.26517, 4.99159)
H (5.31413, 2.14054, 2.84875)
H (4.82758, 3.20501, 4.20177)
H (3.64816, 2.74481, 2.96030)
C (-3.44038, -2.56978, 7.13844)
O (-4.79149, -2.57198, 6.69896)
C (-5.15034, -1.36054, 6.03957)
C (-5.18018, -1.54056, 4.52713)
O (-3.87234, -1.76733, 4.00641)
C (-3.64344, -3.13596, 3.69946)
H (-3.18149, -3.58229, 7.45052)
H (-2.75637, -2.26486, 6.34212)
H (-3.33099, -1.89789, 7.99559)
H (-4.47432, -0.54624, 6.32279)
H (-6.15579, -1.09733, 6.38242)
H (-5.55027, -0.61773, 4.07026)
H (-5.85999, -2.35157, 4.24322)
H (-4.21090, -3.41628, 2.80674)
H (-3.91914, -3.78810, 4.53199)
H (-2.57972, -3.26772, 3.49287)

(3)
ORCA calculation (ωB97M-V/def2-TZVPD) on a cluster of 10 separate species, C30H70N10O10 in total.

## Properties
- Net charge: -1
- Energy relative to the best compared isomer or geometry (same formula, charge and spin): 727.60 kJ/mol
- Expectation value of S²: 0.750
- Multiplicity: 2
- HOMO-LUMO gap (spin up / spin down): 1.601 / 8.888 eV

Cartesian coordinates (Å):
C (2.05443, 4.35885, 1.33903)
O (1.86109, 3.68871, 0.35011)
N (2.04587, 5.71174, 1.32033)
C (2.15031, 6.55946, 2.43463)
C (1.96902, 6.37891, 0.01574)
H (2.17710, 3.94030, 2.34995)
H (3.00692, 7.21385, 2.27304)
H (2.21385, 6.10060, 3.42130)
H (1.33604, 7.27187, 2.56707)
H (1.71232, 5.66986, -0.77132)
H (1.12095, 7.04426, -0.14607)
H (2.84664, 7.00038, -0.16218)
C (0.15886, 0.55741, 0.59368)
O (0.60646, 0.39363, 1.71942)
N (-0.20424, -0.46124, -0.23738)
C (-0.75351, -0.33189, -1.52383)
C (0.01137, -1.84956, 0.26958)
H (-0.01938, 1.51267, 0.07608)
H (-0.44487, -1.08678, -2.24700)
H (-0.51518, 0.63528, -1.96642)
H (-1.83871, -0.31721, -1.42268)
H (-0.84719, -2.48757, 0.47914)
H (0.40620, -2.41184, -0.57663)
H (0.73401, -1.86558, 1.08544)
C (-1.20595, -4.28421, -2.43832)
O (-0.32835, -3.72370, -2.99038)
N (-1.14226, -5.62037, -2.07070)
C (0.11255, -6.33729, -2.25503)
C (-2.30048, -6.36122, -1.45682)
H (-2.12882, -3.72895, -2.20987)
H (0.77201, -5.95690, -3.03510)
H (-0.07773, -7.38647, -2.48115)
H (0.77728, -6.32925, -1.39122)
H (-2.23191, -6.55313, -0.38604)
H (-3.31925, -5.99633, -1.58744)
H (-2.39189, -7.28797, -2.02326)
C (-1.05881, -0.09279, 6.02848)
O (-0.09342, 0.66877, 5.85065)
N (-1.21309, -1.22862, 5.39401)
C (-2.38147, -1.95303, 5.79541)
C (-0.46513, -1.53916, 4.17740)
H (-1.72481, -0.08232, 6.90514)
H (-2.16360, -2.97313, 6.11166)
H (-3.16084, -1.88597, 5.03633)
H (-2.89189, -1.61643, 6.69778)
H (-0.35038, -2.59796, 3.94531)
H (-1.07975, -1.10498, 3.38882)
H (0.46269, -1.00533, 3.97176)
C (4.75152, -4.36595, 2.36951)
O (5.27993, -5.32069, 3.01613)
N (4.05967, -3.34297, 2.92685)
C (3.45214, -2.35896, 2.10391)
C (3.59176, -3.34434, 4.30833)
H (4.97409, -4.30337, 1.29305)
H (3.70701, -2.26942, 1.04791)
H (3.79256, -1.40512, 2.50693)
H (2.37640, -2.46759, 2.24214)
H (2.51341, -3.45049, 4.42659)
H (4.00769, -4.04153, 5.03568)
H (3.91564, -2.42858, 4.80288)
C (-5.08128, 2.57821, 1.05651)
O (-5.27230, 2.98474, 2.19379)
N (-3.72860, 2.50552, 0.60537)
C (-3.46251, 2.41725, -0.89996)
C (-2.59573, 2.78887, 1.51342)
H (-5.81755, 2.35843, 0.26797)
H (-4.41309, 2.04609, -1.28302)
H (-2.81269, 1.55912, -1.07164)
H (-2.94134, 3.34780, -1.12481)
H (-1.98357, 1.91349, 1.29651)
H (-2.14068, 3.76332, 1.33600)
H (-2.81544, 2.71186, 2.57827)
C (4.57152, 3.92628, 4.42802)
O (5.48471, 4.75529, 4.33930)
N (4.48455, 2.90358, 3.54011)
C (3.58318, 1.70822, 3.69899)
C (5.36284, 2.79024, 2.35532)
H (3.79317, 3.76435, 5.18968)
H (2.80096, 1.74408, 2.94074)
H (3.10286, 1.59985, 4.67144)
H (4.15197, 0.77841, 3.70448)
H (6.03482, 3.64820, 2.37638)
H (5.86374, 1.82240, 2.37716)
H (4.67161, 2.72177, 1.51531)
C (-1.86669, 1.82015, -4.48223)
O (-2.94337, 1.93897, -3.89843)
N (-0.70156, 2.41315, -4.18316)
C (0.52013, 2.07220, -4.97825)
C (-0.58574, 3.38231, -3.17669)
H (-1.77766, 1.05567, -5.26954)
H (0.35217, 1.65691, -5.97194)
H (1.03889, 1.26726, -4.45761)
H (1.17866, 2.92503, -5.14293)
H (-1.49655, 3.68735, -2.66147)
H (0.03057, 2.94788, -2.38958)
H (-0.05936, 4.30017, -3.43852)
C (-4.29864, -1.10697, -2.12023)
O (-3.51377, -2.02675, -2.16777)
N (-5.04834, -0.81677, -0.99394)
C (-6.28600, -0.22722, -1.25388)
C (-4.64507, -1.37535, 0.37243)
H (-4.58248, -0.46561, -2.96894)
H (-6.98152, -1.06623, -1.27435)
H (-6.42470, 0.28796, -2.20437)
H (-6.53197, 0.44371, -0.43080)
H (-5.55412, -1.93765, 0.58586)
H (-3.72292, -1.95269, 0.43890)
H (-4.52480, -0.57020, 1.09725)
C (0.70406, -1.04780, -7.16254)
O (-0.42384, -0.64378, -7.13514)
N (1.53306, -1.46074, -6.12526)
C (2.81749, -2.03225, -6.45887)
C (0.99704, -1.91452, -4.86559)
H (1.31409, -1.00509, -8.07810)
H (3.08278, -1.86255, -7.50239)
H (2.71180, -3.11704, -6.47168)
H (3.63821, -1.81624, -5.77488)
H (0.28780, -1.28581, -4.32724)
H (0.45640, -2.86095, -4.85704)
H (1.83995, -1.89423, -4.17480)

Going through the records in order, we get maximum force values of 3.2, 8.5, 4.7 eV/A.
Going through the records in order, we get DFT total energy values of -107849.194, -104733.764, -67616.795 eV.